1.
C29H38IN2O2PtSSeSi3 | ωB97M-V/def2-TZVPD

Structure (XYZ):
```
78
Properties=species:S:1:pos:R:3:forces:R:3:lowdin_charge:R:1
Pt -0.378346 0.008009 0.026808 0.048 -0.001 -0.080 0.727
C -1.030069 2.406289 -2.543016 0.037 0.014 -0.063 -0.230
Si -1.474377 0.676452 -1.935066 -0.096 0.036 -0.046 0.363
C -1.176694 -0.424872 -3.453787 0.076 0.053 -0.013 -0.234
C -3.333132 0.706505 -1.638361 -0.009 -0.020 0.010 -0.309
C -4.285519 0.797217 -2.655623 0.014 -0.007 0.008 -0.103
C -5.639373 0.835220 -2.358544 -0.007 0.005 0.010 -0.106
C -6.055722 0.788843 -1.032431 -0.003 -0.001 -0.012 -0.103
C -5.115649 0.711276 -0.015935 0.016 -0.001 -0.007 -0.094
C -3.749665 0.668486 -0.304980 -0.019 0.009 0.009 -0.307
Si -2.411838 0.637260 1.031909 -0.056 0.006 -0.070 0.395
C -3.043841 -0.526737 2.359100 0.034 0.016 0.029 -0.206
C -2.446298 2.395330 1.710789 0.014 0.020 0.045 -0.199
H -1.553973 2.566756 -3.491209 -0.011 0.005 0.006 0.030
H 0.042549 2.517670 -2.722621 -0.106 0.002 -0.024 -0.036
H -1.342606 3.193800 -1.854673 -0.020 -0.015 -0.005 0.024
H -2.124163 -0.509715 -3.992663 0.006 0.016 -0.006 0.020
H -0.859469 -1.433562 -3.197767 -0.001 -0.022 0.020 -0.020
H -0.450805 0.023201 -4.139269 -0.002 -0.009 0.011 0.023
H -3.972679 0.829622 -3.695475 -0.010 0.001 0.005 0.092
H -6.371815 0.894315 -3.155505 0.002 0.002 -0.001 0.091
H -7.113691 0.809930 -0.796532 0.002 -0.001 0.002 0.092
H -5.452765 0.672370 1.015611 -0.001 0.000 -0.004 0.097
H -3.849489 -0.030512 2.911380 0.011 -0.005 -0.010 0.031
H -2.271612 -0.800677 3.072926 0.034 -0.032 0.054 0.008
H -3.436805 -1.429770 1.892789 0.003 -0.014 -0.011 0.010
H -3.442397 2.556455 2.136766 0.010 0.014 0.005 0.030
H -2.308509 3.138323 0.921920 -0.004 -0.004 -0.004 0.023
H -1.703743 2.556758 2.492249 -0.019 -0.011 -0.032 0.015
O -0.300858 0.794661 3.352838 -0.014 -0.029 -0.003 -0.329
S 0.681666 -0.261552 3.331476 -0.009 0.020 -0.029 0.575
O 0.428299 -1.417969 4.162864 -0.022 -0.021 -0.001 -0.317
N 0.962506 -0.623447 1.802555 0.012 -0.038 0.028 -0.203
C 2.050540 -1.412258 1.479288 -0.015 0.046 0.006 -0.282
C 2.877483 -2.081130 2.366543 0.006 -0.015 -0.024 -0.043
C 4.002608 -2.800226 1.925534 -0.012 0.019 0.015 -0.079
C 4.330398 -2.878240 0.604080 0.009 -0.003 -0.009 -0.059
C 3.510261 -2.224192 -0.343273 -0.001 -0.006 0.005 -0.161
C 3.792563 -2.246187 -1.726839 0.011 0.017 0.017 -0.012
C 2.982402 -1.579012 -2.594083 -0.025 -0.004 -0.014 -0.038
C 1.861254 -0.901440 -2.082901 0.007 -0.047 -0.031 -0.169
N 1.555895 -0.880009 -0.811762 0.122 -0.001 0.081 -0.034
C 2.369790 -1.509697 0.081698 -0.008 0.034 0.019 -0.167
C 2.183319 0.460481 3.977260 -0.020 -0.009 0.022 -0.274
C 2.931593 1.329198 3.201155 0.032 0.032 -0.017 -0.056
C 4.051280 1.939606 3.744566 0.015 0.001 -0.007 -0.070
C 4.416004 1.681252 5.059159 0.006 -0.007 0.002 -0.094
C 3.663137 0.805333 5.829633 0.001 0.002 -0.007 -0.084
C 2.543836 0.188453 5.288802 0.008 -0.003 -0.010 -0.062
H 2.643791 -2.084476 3.419535 -0.015 0.003 0.025 0.097
H 4.613121 -3.304213 2.665148 -0.003 -0.002 0.001 0.104
H 5.199312 -3.428213 0.264444 -0.007 -0.005 0.001 0.103
H 4.664451 -2.787858 -2.075461 -0.007 -0.007 0.000 0.114
H 3.174954 -1.561625 -3.658027 -0.002 0.003 0.002 0.104
H 1.204735 -0.364229 -2.749502 -0.028 0.018 -0.017 0.075
H 2.653674 1.516034 2.173405 -0.035 0.018 -0.095 0.055
H 4.638684 2.613693 3.133813 0.000 -0.004 0.011 0.104
H 5.291827 2.157902 5.482142 -0.003 0.000 -0.003 0.096
H 3.949864 0.597884 6.853133 -0.003 0.002 -0.002 0.098
H 1.949236 -0.507333 5.865661 -0.001 0.005 -0.005 0.110
C -2.043324 -5.352312 -0.002338 0.005 -0.002 -0.016 -0.254
Si -1.010916 -3.992190 0.793845 0.006 0.003 -0.047 0.122
C 0.782771 -4.541198 0.715553 0.011 -0.011 0.015 -0.207
C -1.510223 -3.873956 2.591589 0.071 -0.023 -0.001 -0.211
Se -1.507288 -2.200979 -0.489698 -0.138 -0.177 0.036 0.393
H -1.913882 -6.296983 0.534673 0.002 0.001 0.000 0.022
H -1.750436 -5.504516 -1.043620 0.000 0.003 0.015 0.020
H -3.102612 -5.089281 0.012258 -0.005 -0.001 0.002 0.020
H 0.859520 -5.580739 1.050736 0.006 -0.001 0.003 0.030
H 1.412530 -3.932681 1.365208 -0.007 -0.051 -0.028 0.007
H 1.177126 -4.477118 -0.300818 -0.022 -0.005 -0.009 0.029
H -1.324178 -4.840690 3.072992 -0.002 0.021 0.011 0.029
H -2.569893 -3.639592 2.693443 -0.037 0.022 -0.001 0.022
H -0.934511 -3.114287 3.121659 -0.008 0.026 0.018 0.001
I 2.188556 2.452131 -0.727323 0.106 -0.008 0.182 0.703
C 0.337582 1.920517 0.306116 0.027 0.103 0.044 -0.821
H -0.312311 2.726794 -0.011256 0.028 -0.003 0.023 -0.075
H 0.585180 2.062827 1.355878 0.016 0.027 -0.034 -0.058
```
Positions in Å, forces in eV/Å.

HOMO-LUMO gap (eV): 7.091
Energy above the lowest of the compared OMol25 structures with the same formula, charge and spin (kcal/mol): 0.00
Net charge: -1
Electronic energy (eV): -148935.133

***

2.
H30O15 | ωB97M-V/def2-TZVPD

Structure (XYZ):
```
45
Properties=species:S:1:pos:R:3:forces:R:3:nbo_charge:R:1
H 0.560494 -0.637787 -0.234618 -0.074 -0.101 0.119 0.479
H 0.162410 0.627133 0.508044 0.245 -0.164 0.184 0.470
H -1.033256 -4.151433 1.728474 0.107 0.074 -0.265 0.470
H 0.056739 -4.132720 0.669417 1.557 -0.167 0.260 0.417
H -1.125921 -0.535704 -3.919923 0.084 -0.026 -0.045 0.466
H -0.333840 -0.386154 -2.631403 -0.063 -0.090 0.069 0.467
H 1.623998 4.157011 -1.322077 -0.076 -0.011 -0.064 0.470
H 1.890284 2.665759 -1.445780 -0.132 -0.027 0.054 0.467
H 3.109595 -2.210016 -1.066335 0.093 -0.083 0.008 0.473
H 2.846567 -3.150712 0.098118 0.004 -0.015 -0.100 0.468
H 5.712441 0.542729 -1.652518 0.026 -0.076 -0.081 0.479
H 4.239036 0.255923 -1.890975 0.011 -0.005 0.070 0.478
H -1.029958 2.955708 1.530597 -0.103 0.184 -0.005 0.458
H -1.644165 3.756869 0.394405 -0.057 -0.029 -0.112 0.486
H 0.716374 3.212477 2.871064 0.141 0.014 0.081 0.463
H 0.612942 4.326266 3.900053 0.003 0.052 -0.100 0.472
H -1.934400 0.955582 -0.720125 -0.501 1.050 -0.769 0.453
H -3.241877 0.204876 -0.527813 -0.015 1.083 -0.770 0.445
H -1.877686 -0.379007 0.225636 0.428 -1.724 0.477 0.463
H -1.584504 -1.822339 -0.149702 0.867 -1.247 1.436 0.396
H -4.140049 -0.772037 2.173460 -0.003 0.152 0.014 0.479
H -4.103088 -0.748828 0.654204 -0.009 -0.347 0.170 0.473
H -1.127748 -0.086424 2.945617 -0.066 -0.009 -0.056 0.477
H 0.306204 -0.320734 3.391626 0.079 0.015 -0.160 0.478
H -2.437558 -3.257692 -0.338963 -0.251 -0.138 0.056 0.474
H -3.396487 -3.765741 0.725173 -1.473 0.233 -0.338 0.416
H -2.785211 2.109214 -2.695753 0.214 -0.201 0.249 0.480
H -1.296340 2.022166 -2.988545 -0.135 -0.097 0.108 0.479
H 4.956087 -1.290501 1.539845 0.137 0.063 -0.031 0.461
H 5.739415 -0.471407 0.527164 -0.154 -0.150 -0.097 0.481
O 0.933128 0.140820 0.194224 0.229 0.198 -0.619 -0.950
O -0.874769 -3.925577 0.804970 11.834 -1.061 2.138 -0.888
O -1.219721 -0.278873 -2.995677 0.650 -0.143 -1.060 -0.927
O 1.317337 3.365611 -1.778842 0.183 -0.031 0.100 -0.937
O 2.662546 -3.033565 -0.840712 -0.074 0.134 0.108 -0.941
O 5.021962 -0.100465 -1.456228 -0.043 0.186 -0.049 -0.952
O -1.869156 3.314335 1.220560 0.116 -0.263 -0.014 -0.942
O 0.940939 4.138936 3.013309 -0.050 -0.157 0.052 -0.934
O -2.537984 0.353172 -1.169321 -6.848 13.305 -5.073 -0.836
O -1.977115 -1.012272 -0.494141 6.009 -11.927 4.992 -0.927
O -3.539563 -0.648642 1.429699 -0.597 0.076 0.672 -0.948
O -0.214508 0.029434 2.660031 -0.328 0.147 0.398 -0.954
O -2.468485 -3.787386 0.465685 -11.996 0.644 -1.891 -0.887
O -1.959035 2.592689 -2.583171 0.092 0.674 -0.310 -0.963
O 5.854362 -1.107276 1.242319 -0.062 0.002 0.192 -0.946
```
Positions in Å, forces in eV/Å.

HOMO-LUMO gap (eV): 7.010
Energy above the lowest of the compared OMol25 structures with the same formula, charge and spin (kcal/mol): 292.89
Net charge: 0
Electronic energy (eV): -31188.965

***

3.
CH4O3S | ωB97M-V/def2-TZVPD

Structure (XYZ):
```
9
Properties=species:S:1:pos:R:3:forces:R:3:nbo_charge:R:1
C -0.329221 -0.408332 0.330866 0.748 3.125 -1.426 -0.852
S 0.983485 -0.693596 -0.900427 -1.667 -1.256 -0.699 2.283
O 2.071550 -1.492052 -0.382378 -0.578 1.102 0.154 -0.919
O 0.401202 -1.181083 -2.160326 1.089 2.104 2.083 -0.877
O 1.422773 0.903009 -0.803022 -0.503 -1.379 -2.207 -0.861
H -0.530067 -1.255946 0.853290 -0.458 -2.411 1.623 0.234
H -1.240346 -0.013431 -0.135310 0.341 -0.401 -0.372 0.256
H 0.033035 0.469095 0.924779 -0.232 -1.291 -0.054 0.243
H 2.053618 0.824989 -0.104005 1.259 0.409 0.898 0.493
```
Positions in Å, forces in eV/Å.

HOMO-LUMO gap (eV): 11.979
Energy above the lowest of the compared OMol25 structures with the same formula, charge and spin (kcal/mol): 33.25
Net charge: 0
Electronic energy (eV): -18078.405

***

4.
C2BrF3S | ωB97M-V/def2-TZVPD

Structure (XYZ):
```
7
Properties=species:S:1:pos:R:3:forces:R:3:nbo_charge:R:1
F -2.440899 -1.617099 -1.132086 2.476 1.958 0.514 -0.477
S -1.563155 -0.032658 -0.814110 -0.546 -0.376 -0.026 0.554
C 0.206889 0.289698 -0.418152 -3.091 -1.507 -3.152 0.073
F 1.028802 0.665458 -1.415516 -0.504 -0.118 0.542 -0.299
C 0.591492 0.258275 0.824787 0.100 -1.226 1.343 0.251
F -0.101163 -0.362418 1.772600 0.359 0.797 -0.223 -0.271
Br 2.278033 0.798744 1.182478 1.206 0.472 1.003 0.169
```
Positions in Å, forces in eV/Å.

HOMO-LUMO gap (eV): 8.269
Energy above the lowest of the compared OMol25 structures with the same formula, charge and spin (kcal/mol): 53.61
Net charge: 0
Electronic energy (eV): -91100.695

***

5.
C15H23Cl2F5O10SSi | ωB97M-V/def2-TZVPD

Structure (XYZ):
```
57
Properties=species:S:1:pos:R:3:forces:R:3:nbo_charge:R:1
C 4.494327 4.700167 0.098919 0.051 0.022 0.072 -0.750
C 5.018339 3.382114 -0.426283 -0.487 0.186 -0.108 0.795
O 5.892321 2.770422 0.104208 0.354 -0.085 0.091 -0.545
O 4.484618 2.900014 -1.585750 0.015 -0.081 0.029 -0.520
C 3.095726 3.045552 -1.876326 -0.011 0.082 0.033 -0.059
C 2.309450 1.863501 -1.286572 -0.179 0.026 -0.115 -0.935
Si 1.515568 2.199587 0.371379 0.458 0.091 0.059 1.184
C 2.064055 1.095859 1.759759 -0.122 0.089 0.013 -0.539
Cl 3.285409 1.813477 2.770816 0.039 0.019 0.086 0.025
C 1.675108 -0.157539 1.970259 0.017 -0.025 -0.027 0.039
C 2.134154 -1.100862 3.027996 -0.009 -0.005 0.050 -0.672
Cl 0.523161 -0.772879 0.826142 0.020 -0.211 -0.009 0.041
S -0.726842 2.144629 0.087987 0.020 0.120 -0.023 1.753
O -1.402584 2.133075 1.360116 -0.078 -0.098 -0.010 -0.924
O -1.097090 1.244552 -0.975996 -0.062 0.004 0.008 -0.927
C -1.046520 3.842223 -0.683651 0.026 -0.053 0.214 0.377
F 0.129882 4.250319 -1.217558 0.195 0.010 -0.071 -0.323
F -1.927310 3.701979 -1.661379 -0.277 -0.009 -0.231 -0.283
C -1.537095 4.930216 0.290138 -0.030 0.087 0.097 0.918
F -0.712784 5.004907 1.340602 -0.124 0.032 -0.132 -0.304
F -1.536927 6.116383 -0.331929 -0.029 -0.178 0.117 -0.303
F -2.771584 4.661471 0.702927 0.223 0.063 -0.026 -0.290
H 3.853544 4.517456 0.965602 0.075 0.009 -0.075 0.247
H 5.356664 5.270199 0.442142 -0.053 -0.034 0.004 0.256
H 3.940061 5.280708 -0.635331 0.083 0.003 0.034 0.220
H 3.015910 3.050355 -2.962750 0.079 -0.050 0.050 0.206
H 2.720321 4.006582 -1.516455 -0.013 -0.077 -0.066 0.181
H 2.986911 1.011044 -1.184910 -0.070 0.003 -0.083 0.277
H 1.518633 1.567830 -1.984912 0.047 -0.052 0.078 0.273
H 1.759611 3.581743 0.818706 -0.158 -0.008 0.006 -0.156
H 2.368701 -0.555789 3.943242 0.001 -0.026 -0.071 0.244
H 1.367256 -1.846296 3.231697 0.033 0.032 -0.002 0.246
H 3.040615 -1.617058 2.699027 -0.062 0.013 0.000 0.248
C -1.142276 -1.772588 -2.188026 -0.037 0.141 0.024 -0.253
O -1.352201 -2.995736 -2.901883 0.046 -0.049 0.019 -0.491
C -0.836924 -4.066129 -2.302976 -0.018 -0.005 0.015 0.978
O -0.235899 -4.070994 -1.258279 -0.018 0.004 -0.032 -0.650
O -1.097742 -5.136934 -3.053658 0.004 0.034 0.015 -0.493
C -0.597433 -6.366295 -2.519041 -0.005 -0.030 -0.020 -0.255
H -1.617655 -0.992380 -2.772868 -0.016 -0.037 -0.021 0.206
H -1.600423 -1.826122 -1.201608 0.004 -0.005 0.003 0.191
H -0.077414 -1.568913 -2.085415 0.001 -0.015 0.014 0.187
H -1.040354 -6.568165 -1.545416 0.010 0.011 0.007 0.191
H 0.485854 -6.328053 -2.420573 -0.002 0.009 0.012 0.192
H -0.885973 -7.131964 -3.232395 -0.001 0.008 0.000 0.196
C -3.092215 -0.731562 1.736392 0.099 0.073 -0.002 -0.257
O -3.034599 -2.074065 2.237284 -0.054 -0.008 0.031 -0.496
C -3.820901 -2.934852 1.596718 0.103 -0.044 -0.101 0.979
O -4.532087 -2.681281 0.658290 0.002 0.003 0.050 -0.646
O -3.674735 -4.136680 2.158035 -0.024 0.049 0.011 -0.495
C -4.451298 -5.169181 1.543435 0.002 -0.031 0.015 -0.255
H -2.374305 -0.165352 2.319630 -0.003 -0.008 0.018 0.205
H -2.813262 -0.703843 0.684228 -0.042 0.012 -0.007 0.191
H -4.090160 -0.315439 1.860384 -0.019 -0.041 -0.026 0.193
H -4.168543 -5.289234 0.499053 -0.007 0.015 -0.005 0.192
H -5.513049 -4.937567 1.604293 0.002 0.008 -0.013 0.193
H -4.228013 -6.072614 2.102533 0.002 0.008 0.001 0.194
```
Positions in Å, forces in eV/Å.

HOMO-LUMO gap (eV): 9.892
Net charge: 0
Electronic energy (eV): -93747.785